{
  "formula": "C6H12NS",
  "method": "the ωB97M-V functional and the def2-TZVPD basis",
  "symbols": ["S", "N", "C", "C", "C", "C", "C", "C", "H", "H", "H", "H", "H", "H", "H", "H", "H", "H", "H", "H"],
  "positions_angstrom": [[0.56, -2.53, -1.78], [1.42, 1.10, 1.11], [0.59, 0.88, -0.08], [-0.02, -2.23, 1.06], [-0.71, 1.58, -0.35], [0.56, 1.93, -1.14], [-1.37, -1.84, 0.34], [-0.13, -2.02, -0.33], [-2.06, -2.67, 0.51], [1.35, 2.01, 1.43], [-0.49, -2.29, -2.44], [0.93, 0.28, 1.76], [2.39, 0.71, 0.95], [-0.19, -3.26, 1.48], [-1.14, 2.37, 0.37], [0.68, -1.54, 1.75], [0.74, 1.85, -2.16], [1.16, 2.90, -0.89], [-1.75, -0.85, 0.47], [-1.31, 0.78, -0.89]],
  "mulliken_charge": [-0.101, -0.204, 0.000, -0.448, -0.442, -0.793, -0.352, 0.376, 0.289, 0.322, 0.151, 0.361, 0.385, 0.290, 0.266, -0.053, 0.269, 0.204, 0.198, 0.281],
  "largest_force_ha_per_bohr": 0.1454,
  "relative_energy_kcal_mol": 172.0,
  "total_charge": 1,
  "homo_lumo_gap_ev": [5.79, 8.55],
  "e_lumo_ev": [-5.053, -4.095]
}